Molecular formula: C3H3N3O2
Method: DFT, the ωB97M-V functional and the def2-TZVPD basis

Positions of all 11 atoms, in Å:
N: -2.09167 1.06054 -0.12141
C: -1.43897 -0.17797 0.03761
O: -1.93618 -1.25570 0.03134
C: 0.07002 0.01854 0.07778
C: 0.93084 1.11560 0.06722
N: 2.15862 0.66085 -0.03355
N: 2.16553 -0.62526 -0.04015
O: 0.82240 -1.06691 -0.02744
H: -1.62016 1.91114 0.24135
H: -3.10078 1.11176 -0.08387
H: 0.63246 2.14809 0.08142

Values from the calculation:
Relative energy (zero: lowest compared OMol25 entry of this formula, charge and spin) in kJ/mol: 282.8
Orbital gap in Ha: 0.380
HOMO level in eV: -10.56
LUMO level in eV: -0.21

---

Molecular formula: C21H30N2O2
Method: DFT, the ωB97M-V functional and the def2-TZVPD basis

Positions of all 55 atoms, in Å:
C: 3.28201 3.42783 1.34216
C: 3.84112 2.22934 0.66528
C: 4.98616 2.03280 -0.05373
C: 4.96769 0.68396 -0.47331
C: 3.80696 0.14060 0.01873
C: 3.21172 -1.17365 -0.11148
C: 3.83126 -2.18920 -0.84248
C: 3.21195 -3.41555 -0.97898
C: 1.96920 -3.64617 -0.41006
C: 1.34242 -2.64919 0.32564
C: -0.00899 -2.86685 0.95178
N: -0.83820 -1.68061 0.83496
C: -2.05353 -1.77682 1.61724
C: -2.84028 -0.46765 1.53243
N: -3.10380 -0.16472 0.14479
C: -4.25192 0.67656 -0.13117
C: -4.72388 0.48555 -1.57451
C: -4.09646 2.17444 0.17482
C: -1.87899 -0.02321 -0.61771
C: -0.92080 1.09197 -0.15010
C: 0.10935 1.46361 -1.21048
O: 0.77098 2.64143 -0.78980
C: -1.17256 -1.38355 -0.54490
C: 1.97562 -1.42708 0.48080
O: 3.12998 1.08893 0.71236
H: 3.85456 4.30957 1.07051
H: 3.31357 3.30505 2.42466
H: 2.24158 3.55789 1.04697
H: 5.74644 2.75898 -0.25916
H: 5.71503 0.19051 -1.06026
H: 4.79092 -2.01284 -1.30268
H: 3.69460 -4.19923 -1.54488
H: 1.48612 -4.60418 -0.53999
H: -0.49158 -3.75412 0.50084
H: 0.12589 -3.07129 2.02038
H: -2.69692 -2.60051 1.25588
H: -1.78817 -1.97605 2.65908
H: -2.27530 0.32584 2.04537
H: -3.79298 -0.59563 2.05292
H: -5.04300 0.28785 0.52482
H: -5.72803 0.88626 -1.68753
H: -4.07385 1.00377 -2.27498
H: -4.73839 -0.57189 -1.82418
H: -3.44154 2.65429 -0.54786
H: -3.69531 2.32210 1.17471
H: -5.06970 2.65763 0.12243
H: -2.15480 0.16359 -1.65942
H: -0.39518 0.76570 0.74578
H: -1.47809 1.99514 0.09162
H: -0.39041 1.64248 -2.17639
H: 0.83246 0.64896 -1.34424
H: 1.51295 2.81040 -1.37917
H: -1.84348 -2.15394 -0.96701
H: -0.25485 -1.36551 -1.13412
H: 1.49047 -0.65359 1.05360

Values from the calculation:
Relative energy (zero: lowest compared OMol25 entry of this formula, charge and spin) in kJ/mol: 247.8
Orbital gap in Ha: 0.311
HOMO level in eV: -7.64
LUMO level in eV: 0.83

---

Molecular formula: C22H33AsFN3O4STc
Method: DFT, the ωB97M-V functional and the def2-TZVPD basis

Positions of all 66 atoms, in Å:
Tc: -0.08265 0.23962 0.31117
C: -5.18996 6.07049 -0.65056
C: -4.74049 5.45979 0.66199
N: -4.06406 4.14273 0.45852
C: -2.74632 4.12586 0.35856
C: -1.98084 2.97481 0.17411
C: -0.50050 3.19094 0.04386
O: -0.05893 4.30418 -0.03255
O: 0.27217 2.11765 -0.05373
C: -2.62072 1.74289 0.09136
O: -2.01834 0.60962 -0.02960
C: -4.07109 1.74290 0.14192
C: -4.78583 0.53692 0.02436
C: -6.14265 0.53348 0.06619
F: -6.77590 -0.62732 0.05988
C: -6.90969 1.74318 0.22522
C: -6.17080 2.94478 0.36745
C: -4.78206 2.95462 0.33049
N: -8.26668 1.74409 0.26583
C: -9.12773 0.65451 -0.23520
C: -10.32247 1.19676 -1.01086
N: -11.11059 2.17631 -0.18995
C: -10.22249 3.29766 0.26406
C: -9.03688 2.73557 1.03321
H: -5.67987 7.02316 -0.45245
H: -5.89237 5.42998 -1.18613
H: -4.34104 6.26634 -1.30453
H: -5.55516 5.30263 1.36747
H: -4.01801 6.08970 1.17672
H: -2.23073 5.07739 0.43536
H: -4.25605 -0.40173 -0.06820
H: -6.70493 3.87887 0.43324
H: -9.44867 0.04475 0.61593
H: -8.57811 0.01523 -0.91570
H: -10.97790 0.37307 -1.29168
H: -10.01442 1.72515 -1.91298
H: -11.54273 1.70888 0.61481
H: -11.88992 2.54849 -0.74441
H: -10.80098 3.96700 0.89957
H: -9.91435 3.83518 -0.63262
H: -9.38021 2.22095 1.93952
H: -8.40746 3.55424 1.36692
C: 3.33079 -0.41768 2.21108
C: 2.14914 -1.28378 2.01833
C: 2.09698 -2.63374 2.61567
O: 1.18313 -0.88268 1.32940
H: 4.18757 -0.90228 1.73159
H: 3.58038 -0.36803 3.27346
H: 3.18446 0.57908 1.80410
H: 2.20508 -2.54553 3.70062
H: 2.96907 -3.20381 2.28204
H: 1.18135 -3.15842 2.36256
C: 1.01174 2.55310 -3.34203
As: 2.04561 1.11927 -2.60120
C: 2.89363 0.15315 -4.02402
C: 3.37227 1.81319 -1.40422
S: 0.79961 -0.45442 -1.66503
H: 1.68748 3.15905 -3.94786
H: 0.60201 3.16364 -2.54065
H: 0.22470 2.14435 -3.97202
H: 3.50447 0.85619 -4.59138
H: 2.13567 -0.28398 -4.67133
H: 3.52305 -0.62955 -3.60515
H: 4.01652 2.47825 -1.98135
H: 3.96526 0.99016 -1.01049
H: 2.88534 2.37078 -0.60740

Values from the calculation:
⟨S²⟩: 3.79
Relative energy (zero: lowest compared OMol25 entry of this formula, charge and spin) in kJ/mol: 0.0
Orbital gap (spin up / spin down) in Ha: 0.185 / 0.170
HOMO level (spin up / spin down) in eV: -18.01 / -17.98
Total charge: +4
Spin multiplicity: 4
LUMO level (spin up / spin down) in eV: -12.97 / -13.35

---

Molecular formula: C3H4N3
Method: DFT, the ωB97M-V functional and the def2-TZVPD basis

Positions of all 10 atoms, in Å:
C: 1.53183 1.07745 0.24306
C: -1.41340 0.03896 0.04185
C: 0.55025 -1.08193 -0.27844
N: 1.26704 -0.05129 -0.01957
N: -1.24056 1.15917 -0.18191
N: -0.83460 -1.06587 0.35482
H: 2.27524 1.44824 0.91515
H: 0.70393 -1.56862 -1.29273
H: -1.66549 1.88301 -0.76446
H: -1.17425 -1.83913 0.98222

Values from the calculation:
Relative energy (zero: lowest compared OMol25 entry of this formula, charge and spin) in kJ/mol: 187.0
Orbital gap (spin up / spin down) in Ha: 0.301 / 0.301
HOMO level (spin up / spin down) in eV: -13.48 / -13.48
Total charge: +1
LUMO level (spin up / spin down) in eV: -5.28 / -5.28

---

Molecular formula: C5H10BrN2
Method: DFT, the ωB97M-V functional and the def2-TZVPD basis

Positions of all 18 atoms, in Å:
C: -1.06584 -2.38876 0.52610
C: -0.08137 -1.34830 0.32851
N: 0.92993 -1.10999 1.03995
C: 1.80223 -0.12064 0.55910
Br: 3.36285 -0.89713 -0.37536
N: 0.94974 0.61277 -0.53897
C: 0.73816 2.03792 -0.15264
C: -0.20405 -0.22827 -0.75142
H: -1.17435 -2.94388 -0.44411
H: -2.10395 -2.04777 0.78659
H: -0.61641 -2.96075 1.42727
H: 2.39435 0.51558 1.26067
H: 1.47652 0.59257 -1.39115
H: 0.10343 1.99567 0.71569
H: 1.62306 2.53411 0.13584
H: 0.21995 2.69077 -0.83360
H: -0.44548 -0.67645 -1.86647
H: -1.01162 0.31811 -0.23748

Values from the calculation:
Relative energy (zero: lowest compared OMol25 entry of this formula, charge and spin) in kJ/mol: 206.6
Orbital gap in Ha: 0.402
HOMO level in eV: -14.69
Total charge: +1
LUMO level in eV: -3.76

---

Molecular formula: C3H2FO2Tl
Method: DFT, the ωB97M-V functional and the def2-TZVPD basis

Positions of all 9 atoms, in Å:
C: -0.42188 -0.90037 0.82967
C: 0.72752 0.66551 -0.41548
O: 0.68031 -0.19521 0.83970
O: -1.15008 -0.60046 -0.19366
C: -0.58335 0.47697 -0.98972
H: 1.08434 1.67202 -0.17060
F: 1.79366 0.07305 -1.15987
H: -1.25259 1.33907 -0.91680
Tl: -0.87794 -2.53058 2.17676

Values from the calculation:
⟨S²⟩: 0.75
Relative energy (zero: lowest compared OMol25 entry of this formula, charge and spin) in kJ/mol: 164.4
Orbital gap (spin up / spin down) in Ha: 0.325 / 0.274
HOMO level (spin up / spin down) in eV: -14.15 / -14.13
Total charge: +1
Spin multiplicity: 2
LUMO level (spin up / spin down) in eV: -5.31 / -6.68

---

Molecular formula: C38H63BBiN9OSSi
Method: DFT, the ωB97M-V functional and the def2-TZVPD basis

Positions of all 115 atoms, in Å:
Bi: 0.60025 0.08933 0.22446
C: 0.60494 -6.12435 1.28832
C: 0.90801 -4.93874 0.51325
C: 1.71211 -4.88978 -0.59786
C: 1.53043 -3.55549 -1.17221
N: 0.71698 -2.84934 -0.39676
N: 0.32354 -3.72200 0.69330
B: -1.00483 -3.45764 1.36517
N: -2.19131 -3.37697 0.36406
N: -2.31306 -2.18116 -0.37900
C: -2.88084 -2.57782 -1.51133
C: -3.10333 -3.98126 -1.57417
C: -2.65312 -4.43268 -0.33571
C: -2.75187 -5.85702 0.19448
C: -3.25145 -1.56057 -2.58148
C: -4.63861 -1.95137 -3.05953
C: -3.34088 -0.22112 -1.83031
C: -2.19011 -1.42786 -3.66761
N: -1.01034 -2.13245 2.17638
N: -1.91492 -1.03806 1.95382
C: -1.96280 -0.39525 3.10863
C: -1.04964 -0.95991 4.02856
C: -0.64099 -2.18372 3.46632
C: 0.04502 -3.30538 4.15630
C: -2.85746 0.80731 3.32359
C: -3.67111 1.17069 2.09479
C: -3.81817 0.30767 4.40939
C: -1.97713 1.95438 3.75834
C: 2.14663 -3.06311 -2.43516
C: 2.37333 -4.05750 -3.50840
C: 1.30267 -1.92167 -3.01563
C: 3.50091 -2.53164 -2.04025
H: 0.13077 -6.93772 0.76724
H: -0.06388 -5.87241 2.14405
H: 1.56844 -6.56627 1.66402
H: 2.34173 -5.68522 -0.97462
H: -1.33242 -4.37308 2.13025
H: -3.61433 -4.47458 -2.41966
H: -3.39696 -6.42521 -0.47732
H: -3.18760 -5.88223 1.18225
H: -1.75584 -6.30700 0.21054
H: -5.31674 -2.02804 -2.18687
H: -4.77039 -2.86309 -3.69417
H: -5.02827 -1.14880 -3.72665
H: -4.06365 -0.30448 -0.97063
H: -3.69540 0.58485 -2.50795
H: -2.41767 0.08459 -1.39330
H: -1.96256 -2.41851 -4.15286
H: -1.26442 -0.96681 -3.23750
H: -2.52361 -0.75250 -4.49386
H: -0.78349 -0.53899 5.00035
H: 0.44348 -2.91402 5.12591
H: 0.80716 -3.90069 3.58510
H: -0.73077 -4.07981 4.47880
H: -4.37571 0.37553 1.79535
H: -3.03436 1.39656 1.20667
H: -4.27627 2.09175 2.31827
H: -4.35194 -0.63211 4.07112
H: -4.62280 1.07969 4.39326
H: -3.34834 0.16872 5.42204
H: -1.38735 2.30854 2.91256
H: -1.30679 1.73455 4.58180
H: -2.53099 2.87720 4.00083
H: 1.53823 -4.70209 -3.84973
H: 3.11164 -4.84783 -3.19559
H: 2.72534 -3.52879 -4.42481
H: 0.29675 -2.30948 -3.14308
H: 1.72703 -1.53479 -3.97956
H: 1.29009 -1.05502 -2.31964
H: 4.22939 -3.27850 -1.61959
H: 3.36539 -1.78521 -1.22135
H: 4.04945 -1.99705 -2.85177
C: -0.59307 7.57675 1.07337
Si: -0.81399 5.87654 0.29775
C: -0.54777 5.71814 -1.58744
C: -2.49543 5.30379 0.90587
C: 0.26302 4.52251 1.18731
C: 1.01955 4.94432 2.26093
C: 1.80301 4.01884 3.02333
C: 1.84837 2.70397 2.64518
N: 1.17930 2.32853 1.52817
C: 0.39262 3.15441 0.82665
S: -0.60921 2.49273 -0.38948
H: -0.97470 8.38637 0.45054
H: 0.45466 7.80490 1.29537
H: -1.23011 7.59894 1.97161
H: -0.47732 6.73562 -1.98534
H: -1.30884 5.21828 -2.13318
H: 0.45463 5.29739 -1.73134
H: -2.48170 5.02351 1.94270
H: -2.70304 4.32200 0.40326
H: -3.30237 6.01381 0.68188
H: 0.81274 5.91567 2.68581
H: 2.31575 4.37664 3.92881
H: 2.45217 1.96632 3.11146
C: 2.33359 -0.49772 1.70899
H: 2.14191 -0.02532 2.65739
H: 3.25628 -0.15182 1.24340
H: 2.32459 -1.59495 1.73246
N: 2.33838 0.84306 -1.20031
C: 3.25944 1.35058 -1.75842
N: 4.14643 2.03206 -2.38311
C: 3.67348 3.13366 -3.25089
C: 4.35140 4.44021 -2.77262
O: 5.78830 4.32698 -2.93245
C: 6.23344 3.27364 -2.03282
C: 5.60062 1.88605 -2.21372
H: 2.56770 3.18666 -3.12736
H: 3.96827 2.91866 -4.29595
H: 4.22794 4.61495 -1.69277
H: 4.09708 5.28300 -3.43210
H: 6.11197 3.69473 -1.03429
H: 7.31779 3.18534 -2.19770
H: 5.77679 1.14056 -1.42335
H: 6.00122 1.43250 -3.15120

Values from the calculation:
Orbital gap in Ha: 0.264
HOMO level in eV: -7.37
LUMO level in eV: -0.20